[1]
{"formula": "C2HLiO3Tl", "method": "ωB97M-V/def2-TZVPD", "symbols": ["O", "C", "O", "C", "O", "Tl", "H", "Li"], "xyz": [[0.84220, 1.59913, 0.10157], [0.28342, 0.55482, 0.61504], [0.52833, -0.62819, -1.44366], [0.09592, -0.70807, -0.24555], [-0.89916, -1.45116, 0.07590], [1.29396, 1.36569, -2.03933], [0.07416, 0.49715, 1.69999], [-2.21882, -1.22937, 1.23603]], "forces_ev_per_angstrom": [[-0.319, -0.150, 1.415], [0.465, -1.697, -0.583], [0.108, -1.586, 0.921], [-1.881, 3.478, -0.109], [0.165, -0.968, 0.864], [0.760, 0.897, -1.578], [0.036, 0.065, -0.367], [0.665, -0.040, -0.563]], "lowdin_charge": [-0.371, -0.278, -0.275, -0.650, -0.222, 0.896, 0.087, 0.813], "s_squared": 0.753, "relative_energy_kcal_mol": 0.00, "gap_ha": [0.1796, 0.2511], "e_homo_ev": [-6.050, -8.130], "multiplicity": 2}



[2]
{"formula": "C2HN2O", "method": "ωB97M-V/def2-TZVPD", "symbols": ["C", "C", "N", "N", "O", "H"], "xyz": [[-1.38035, 0.61016, 0.31311], [0.62381, 0.28602, -0.24451], [1.23469, -0.68993, -0.27903], [-2.24469, -0.01562, 0.68507], [-0.24466, 1.14065, -0.13929], [2.01122, -1.33129, -0.33535]], "forces_ev_per_angstrom": [[0.576, 0.710, -0.316], [2.277, -3.815, -0.092], [-0.129, 1.841, -0.198], [-1.741, -0.875, 0.702], [-1.087, 2.411, -0.096], [0.104, -0.272, 0.000]], "lowdin_charge": [-0.181, -0.065, 0.470, 0.302, 0.287, 0.187], "charge": 1, "relative_energy_kcal_mol": 0.00, "gap_ha": 0.4282, "e_homo_ev": -18.182, "multiplicity": 1}



[3]
{"formula": "C2HN2O4", "method": "ωB97M-V/def2-TZVPD", "symbols": ["C", "C", "N", "N", "O", "O", "O", "O", "H"], "xyz": [[1.33154, -1.55869, 0.29301], [2.48324, -0.78712, 0.30134], [3.79232, -1.10883, 0.35455], [2.20741, 0.51105, 0.13938], [2.97391, 1.29718, -0.38835], [4.63047, -0.31547, -0.10019], [0.16252, -1.33808, 0.32334], [-0.48012, 0.28047, 0.62037], [0.27211, 0.84279, 0.19328]], "forces_ev_per_angstrom": [[0.454, -1.111, 0.578], [0.770, 1.317, -1.199], [1.858, -2.205, 0.289], [-2.309, 2.785, -0.118], [0.348, 0.413, -0.152], [-0.450, -0.894, 0.417], [-0.216, -0.675, -0.072], [1.165, 1.816, -1.047], [-1.620, -1.446, 1.305]], "lowdin_charge": [-0.093, -0.393, -0.052, -0.081, -0.050, -0.098, 0.014, -0.260, 0.013], "charge": -1, "relative_energy_kcal_mol": 202.17, "gap_ha": [0.2640, 0.2652], "e_homo_ev": [-3.393, -3.413], "multiplicity": 1}



[4]
{"formula": "C2HN3", "method": "ωB97M-V/def2-TZVPD", "symbols": ["C", "C", "N", "N", "N", "H"], "xyz": [[1.77089, 0.38722, -0.05280], [0.06951, -0.84546, 0.23888], [1.31313, -0.74962, -0.14031], [-0.43247, 1.25061, 0.05610], [-0.86182, 0.11455, -0.05866], [-1.85925, -0.15729, -0.04321]], "forces_ev_per_angstrom": [[0.797, 0.447, 0.150], [-1.159, -3.959, 2.405], [0.589, 1.342, -1.335], [-0.061, 0.831, -0.039], [-0.411, 1.262, -1.287], [0.245, 0.078, 0.106]], "lowdin_charge": [0.116, -0.122, -0.072, 0.125, -0.194, 0.147], "relative_energy_kcal_mol": 144.91, "gap_ha": 0.2770, "e_homo_ev": -8.989, "multiplicity": 1}



[5]
{"formula": "C2HN3", "method": "ωB97M-V/def2-TZVPD", "symbols": ["C", "C", "N", "N", "N", "H"], "xyz": [[-1.20575, 0.59360, 0.02419], [-0.24313, -1.01051, -0.00799], [-1.51604, -0.67606, 0.02043], [-0.00612, 1.15132, -0.00670], [0.63098, 0.00118, -0.04470], [2.34006, -0.05953, 0.01477]], "forces_ev_per_angstrom": [[-0.891, 2.915, 0.000], [1.564, -1.074, -0.071], [-0.173, -0.924, 0.029], [-0.970, 0.671, 0.057], [5.278, -1.614, 0.162], [-4.808, 0.025, -0.177]], "lowdin_charge": [-0.160, -0.133, 0.070, 0.004, -0.134, 0.354], "relative_energy_kcal_mol": 177.50, "gap_ha": [0.2740, 0.3016], "e_homo_ev": [-9.636, -10.305], "multiplicity": 1}



[6]
{"formula": "C2HN3O3", "method": "ωB97M-V/def2-TZVPD", "symbols": ["C", "C", "H", "N", "N", "N", "O", "O", "O"], "xyz": [[0.49067, 0.59080, 0.02995], [0.66957, -0.81059, 0.05547], [1.27424, 2.36124, -0.08156], [-0.68192, 1.21947, 0.30987], [-1.82447, 0.65245, 0.06391], [-1.77753, -0.60201, -0.13102], [1.53283, 1.49454, -0.26274], [-0.55860, -1.35855, -0.20239], [1.74475, -1.37746, 0.19885]], "forces_ev_per_angstrom": [[-1.024, 6.995, 0.209], [2.410, -1.569, -0.513], [-1.304, 2.359, 0.509], [4.822, 1.285, -1.265], [0.467, -4.711, 0.805], [-2.199, 0.346, -0.977], [-0.594, -5.637, 0.645], [0.269, 0.407, 0.865], [-2.847, 0.525, -0.279]], "lowdin_charge": [-0.167, -0.408, 0.078, 0.071, 0.003, 0.071, 0.128, 0.063, 0.161], "relative_energy_kcal_mol": 135.46, "gap_ha": 0.3274, "e_homo_ev": -10.757, "multiplicity": 1}